Entry 1:
This record from the OMol25 dataset describes a cluster of 2 separate species, C5H13NO2 in total in a non-equilibrium geometry. The level of theory is wB97M-V/def2-TZVPD.

⟨S²⟩: 0.754
Frontier orbital gap (spin up / spin down): 11.0 / 6.8 eV
HOMO level (spin up / spin down): -0.5354 / -0.5351 Ha

Structure (ORCA input):
```
! RIJCOSX wB97M-V def2-TZVPD def2/J DEFGRID3
* xyz 1 2
C -2.355 -0.695 -1.456
C -1.534 -0.271 -0.247
N -0.153 -0.727 -0.367
C 1.707 0.894 -0.108
C 0.814 -0.177 0.547
C 1.589 -1.294 1.265
O 1.009 -2.130 1.890
H -2.354 -1.782 -1.564
H -3.366 -0.309 -1.484
H -1.864 -0.365 -2.378
H -1.481 0.796 -0.107
H -1.925 -0.825 0.617
H -0.051 -1.724 -0.582
H 1.066 1.537 -0.704
H 2.299 0.390 -0.871
H 2.253 1.376 0.692
H 0.253 0.290 1.352
H 2.691 -1.299 1.215
H -1.481 3.663 -0.906
H 0.016 3.893 -0.589
O -0.638 3.233 -0.802
*
```


Entry 2:
This record from the OMol25 dataset describes a cluster of 2 separate species, C5H13NO2Si in total in a non-equilibrium geometry. The level of theory is wB97M-V/def2-TZVPD.

SMILES: C=[Si](OC)OC.[H]/N=C/C
Frontier orbital gap: 8.3 eV
HOMO level: -0.2821 Ha

Structure (ORCA input):
```
! RIJCOSX wB97M-V def2-TZVPD def2/J DEFGRID3
* xyz 0 1
C -1.070 0.243 2.365
Si -1.819 0.187 0.777
O -1.594 -0.980 -0.334
C -0.979 -2.184 -0.418
O -2.768 1.210 -0.094
C -2.646 2.620 -0.093
H -0.477 -0.672 2.617
H -0.698 1.110 2.805
H -1.533 -2.917 0.122
H 0.080 -2.143 -0.152
H -1.008 -2.394 -1.486
H -3.652 2.884 0.130
H -2.240 3.063 -1.033
H -2.096 2.940 0.768
H 2.482 -1.888 1.002
N 2.468 -1.057 0.557
C 2.823 -0.933 -0.631
C 2.891 0.433 -1.307
H 2.970 -1.831 -1.190
H 2.621 0.390 -2.357
H 3.961 0.761 -1.257
H 2.285 1.158 -0.790
*
```